Record 1
Density functional theory data (ωB97M-V/def2-TZVPD) for a structure of composition C4H6O2 at a distorted geometry.

Properties
LUMO level = 0.81 eV
Calculated total energy = -306.29708 Ha
Charge = 0
Energy relative to the best compared isomer or geometry (same formula, charge and spin) = 131.3 kcal per mole
Frontier orbital gap = 8.48 eV
Highest occupied orbital energy = -7.670 eV

Each line ends with the Löwdin charge.
CARTESIAN COORDINATES (ANGSTROEM)
C 1.91 1.55 -0.24  0.0263
C 0.89 0.79 -0.21  -0.1310
C -1.15 -0.91 -0.50  -0.0619
C -0.70 0.07 0.56  -0.3037
O 1.74 0.42 -1.27  -0.1131
O -0.36 -0.45 1.77  0.0001
H 2.65 2.30 -0.15  0.0769
H -0.33 -1.58 -0.78  0.0880
H -1.45 -0.37 -1.40  0.0902
H -1.98 -1.50 -0.14  0.0847
H -1.30 0.95 0.69  0.1274
H 0.10 -1.29 1.66  0.1163

=====

Record 2
Density functional theory data (ωB97M-V/def2-TZVPD) for the molecule C4H6O2 at a distorted geometry.

Properties
LUMO level (alpha / beta) = -0.24 / -0.24 eV
Calculated total energy = -306.29426 Ha
Charge = 0
Energy relative to the best compared isomer or geometry (same formula, charge and spin) = 133.1 kcal per mole
Frontier orbital gap (alpha / beta) = 7.39 / 7.39 eV
Highest occupied orbital energy (alpha / beta) = -7.623 / -7.623 eV

Each line ends with the Löwdin charge.
CARTESIAN COORDINATES (ANGSTROEM)
O -0.54 0.97 -1.66  0.1093
C 0.07 1.37 -0.59  -0.1094
C -0.05 -0.15 0.99  -0.0157
C -0.44 -1.35 0.20  -0.3848
O 0.58 -1.37 -0.74  -0.2959
C 0.86 0.61 0.31  -0.0561
H -0.16 0.04 -1.82  0.1409
H -0.05 2.42 -0.32  0.1468
H 0.01 -0.13 2.06  0.1113
H -0.47 -2.19 0.96  0.1193
H -1.48 -1.32 -0.22  0.1140
H 1.67 1.10 0.83  0.1205

=====

Record 3
Density functional theory data (ωB97M-V/def2-TZVPD) for a cluster of 2 separate species, C4H6O2 in total.

Properties
LUMO level = 0.28 eV
Calculated total energy = -306.36617 Ha
Charge = 0
Energy relative to the best compared isomer or geometry (same formula, charge and spin) = 87.9 kcal per mole
Frontier orbital gap = 9.24 eV
Highest occupied orbital energy = -8.955 eV

Each line ends with the Löwdin charge.
CARTESIAN COORDINATES (ANGSTROEM)
C -0.92 1.22 -0.35  0.0064
C -0.83 -0.27 -0.30  -0.3313
O -1.64 -1.13 -0.32  0.1314
C 0.88 -1.05 0.98  0.0478
C 1.28 -0.41 -0.18  -0.4840
O 2.00 0.50 -0.52  0.0270
H 0.06 1.68 -0.36  0.0819
H -1.50 1.54 0.52  0.1081
H -1.47 1.48 -1.26  0.1059
H 1.45 -0.88 1.89  0.0774
H 0.28 -1.95 0.91  0.0710
H 0.40 -0.72 -1.01  0.1583